Computed, not measured: C20H26Cl3GeN4NiS3 as an isolated structure, with ωB97M-V with the def2-TZVPD basis set.

XYZ file:
```
58
Properties=species:S:1:pos:R:3:forces:R:3
Ni -0.43269 0.52992 -0.84488 2.7976 0.4302 -2.2459
C -0.00458 1.12881 3.51244 0.0747 -0.1410 0.1891
N -0.47424 0.48438 2.28604 2.4187 -0.8499 0.4011
C -1.09413 -0.69449 2.39507 -0.6126 1.1725 -0.2227
C -1.45379 -1.69935 1.30090 1.6546 -0.2390 0.0347
N -0.59578 -1.58583 0.12763 -0.2147 -1.6127 -0.8090
C 0.73766 -2.08313 0.49116 -0.0449 -0.0399 -0.5088
C -1.11674 -1.99506 -1.18245 -1.3069 -0.3150 0.5722
C -0.15897 -2.31250 -2.15050 -0.0772 -0.1230 0.1060
C -0.48252 -2.70039 -3.43850 -0.1290 -0.0507 -0.0817
C -1.79923 -2.78464 -3.84234 0.0821 0.0221 -0.1151
C -2.79746 -2.47592 -2.93609 0.1245 0.0806 0.2337
C -2.53269 -2.10215 -1.62429 0.9428 0.3362 1.0681
S -4.14160 -1.77410 -0.71123 0.9688 -0.4849 -0.9158
C -0.35467 1.19266 1.01525 -3.3729 0.9905 0.6575
C -1.58525 0.73256 0.32801 16.2572 4.0726 -4.2284
C -3.14521 1.91855 1.30926 -4.5401 11.7165 3.7277
C -3.06179 3.21812 1.53080 4.0875 1.2671 -0.5727
C -1.66080 3.60079 1.32430 0.5169 -0.9471 0.4604
C -0.44488 2.76375 1.10179 -1.4494 0.5341 1.1786
S 1.06034 3.55587 1.13120 0.3055 0.0770 -0.2787
H -0.79931 1.12728 4.26008 -0.0469 0.0219 -0.0208
H 0.28703 2.15091 3.29228 -0.0241 -0.0070 -0.0384
H 0.85844 0.58983 3.90576 0.0115 0.0451 0.0363
H -2.46013 0.19498 1.95954 2.6124 -1.9571 5.1140
H -1.26077 -1.02346 3.41414 0.2075 -0.0633 0.0277
H -2.45681 -1.47537 0.96818 -0.0467 -1.6081 0.4457
H -1.42596 -2.72282 1.69032 0.0175 0.0687 0.2746
H 0.77708 -3.17450 0.39693 0.1284 -0.0209 0.0075
H 0.93239 -1.80699 1.52467 0.0137 0.0610 -0.0197
H 1.50906 -1.62141 -0.12163 0.0286 -0.0227 0.0420
H 0.88951 -2.24825 -1.90806 -0.0315 0.0343 0.0859
H 0.31619 -2.94867 -4.12450 0.0215 0.0597 -0.0210
H -2.05532 -3.06804 -4.85342 -0.0042 -0.0351 -0.0077
H -3.83594 -2.50717 -3.23422 0.0074 -0.0577 -0.0684
H -2.82209 -0.46228 0.76064 -0.1904 -8.5152 -1.8451
H -3.76757 0.23905 1.38950 -8.6191 -2.2915 4.1094
H -3.86588 3.92802 1.65592 -0.0205 0.0490 -0.0850
H -1.44857 4.66334 1.31535 0.2004 -0.0283 0.0455
Cl -2.82334 0.66386 0.85381 -5.1731 -1.3070 5.4087
Ge -3.88871 0.44355 -0.68172 -5.8382 -0.7211 -8.6920
Cl -2.30950 1.23233 -2.06272 -0.5231 0.3126 -2.2935
Cl -5.69468 1.48584 -0.30753 -1.1516 0.2734 -0.7142
C 4.49969 0.09990 -2.64311 -0.0022 -0.0152 0.0063
N 4.09994 0.52399 -1.32683 -0.0704 0.1483 0.0857
C 5.03327 0.51388 -0.21197 0.0306 -0.0451 0.0741
C 4.17155 1.01152 0.95723 -0.0608 0.0609 0.0879
N 2.81591 0.98118 0.41233 0.2535 -0.0990 -0.1372
C 2.84751 0.78534 -0.91488 -0.0577 -0.1919 0.2700
S 1.51835 0.81156 -1.95294 -0.1248 -0.1058 -0.6517
H 4.97771 -0.88187 -2.58808 0.0033 -0.0033 -0.0393
H 5.20383 0.81278 -3.07657 -0.0008 -0.0173 -0.0040
H 3.61556 0.04163 -3.27235 0.0382 -0.0127 -0.0239
H 5.89046 1.15843 -0.41453 0.0053 -0.0359 -0.0009
H 5.39573 -0.50549 -0.04347 0.0458 0.0272 -0.0242
H 4.43301 2.02483 1.26862 -0.0105 0.0072 -0.0556
H 4.24143 0.35972 1.82818 0.0745 0.0286 -0.0167
H 2.13994 1.68473 0.76148 -0.1865 0.0670 -0.0124
```
Forces are in eV/Å.

Properties
E_LUMO (spin up / spin down) in eV: -0.41 / -0.44
Spin multiplicity: 2
Orbital gap (spin up / spin down) in eV: 4.751 / 5.741

=====

Computed, not measured: one molecule with the formula C9H11BBrNO, with ωB97M-V with the def2-TZVPD basis set.

XYZ file:
```
24
Properties=species:S:1:pos:R:3:forces:R:3
O 0.75996 -2.12062 1.22697 0.0556 1.6357 -3.8080
C 0.54498 -1.63380 0.08620 -0.2325 -1.3509 2.3692
C 1.59139 -0.76468 -0.76154 -0.4589 0.8240 -0.1866
C 2.55421 0.15182 0.15859 1.0514 0.0884 -0.2191
B 3.76229 -0.71611 0.86637 -1.1930 1.2023 -0.2438
Br 5.50084 0.14344 1.30580 -1.2513 -0.7060 -0.3087
N -0.82202 -1.87534 -0.48227 1.0584 2.0937 0.8840
C -1.49828 -0.54031 -0.31592 -1.3563 2.0023 0.4017
C -1.95459 -0.16839 1.12283 -0.6223 3.0269 -3.3911
C -2.61196 1.23803 1.29508 1.4596 -1.7698 -3.4317
C -2.74894 2.16274 0.04428 0.9881 -2.4490 -0.4733
C -2.30613 1.75302 -1.38873 0.9745 -2.9300 3.1220
C -1.65314 0.35986 -1.56135 -1.1225 0.9478 3.5379
H 2.19038 -1.44358 -1.48012 -0.9592 0.8610 1.3695
H 1.02717 -0.02358 -1.44743 0.6124 -1.4633 1.1229
H 1.95578 0.76637 0.92991 0.8093 -1.0903 -1.0877
H 3.10672 0.93992 -0.48827 -1.1783 -1.1651 0.7558
H 3.49531 -1.85198 1.10525 0.7191 0.0421 0.0997
H -1.28054 -2.55755 0.15411 0.5751 0.7047 -0.4581
H -1.78494 -0.90301 1.99063 -0.3085 1.3614 -1.5559
H -2.96424 1.52094 2.34086 0.4915 -0.1253 -1.8121
H -3.20853 3.19938 0.15846 0.6879 -1.6768 -0.0346
H -2.39765 2.42293 -2.30645 -0.0040 -0.9009 1.6821
H -1.25809 -0.05953 -2.55325 -0.7963 0.8371 1.6659
```
Forces are in eV/Å.

Properties
E_LUMO in eV: 0.18
Orbital gap in eV: 9.079